1.
C30H21BrN6O9Tc as an isolated structure in a non-equilibrium geometry. Source: the OMol25 dataset; level of theory: ωB97M-V/def2-TZVPD.

Calculated values
Total energy: -4815.6336 Eh
2S+1: 4
LUMO (alpha / beta): -8.02 / -8.57 eV
Relative energy (zero: lowest compared OMol25 entry of this formula, charge and spin): 289.4 kJ/mol
M: 787.4 g/mol
Total charge: +2

Last column: natural (NBO) charge in e.
Positions of all 68 atoms, in Å:
Tc 0.4259 0.3511 -0.3629  1.69
C -2.2250 2.1478 0.2155  -0.27
O -0.9948 1.5789 0.7559  -0.56
C -0.7448 1.6962 2.1248  0.30
C -1.0416 2.8153 2.8633  -0.30
C -0.6774 2.8132 4.2089  -0.06
Br -1.0658 4.3289 5.2486  0.17
C -0.0248 1.7347 4.7764  -0.18
C 0.2638 0.5905 4.0232  -0.05
C -0.1279 0.5862 2.6895  0.14
O 0.1090 -0.5099 1.8270  -0.72
C 0.9320 -0.5235 4.7008  0.31
N 1.1280 -0.5184 5.9898  -0.40
C 1.7874 -1.6896 6.2759  0.06
C 2.2453 -2.1864 7.5000  -0.17
C 2.9061 -3.3931 7.4903  -0.21
C 3.1117 -4.1127 6.2992  -0.17
C 2.6666 -3.6442 5.0808  -0.27
C 1.9952 -2.4263 5.0957  0.17
N 1.4384 -1.6537 4.0973  -0.56
H -3.0465 1.9044 0.8857  0.23
H -2.3892 1.6912 -0.7567  0.25
H -2.1199 3.2264 0.1165  0.21
H -1.5313 3.6738 2.4251  0.26
H 0.2667 1.7369 5.8172  0.29
H -0.6000 -1.1687 1.9260  0.53
H 2.0664 -1.6397 8.4155  0.24
H 3.2809 -3.8022 8.4183  0.23
H 3.6273 -5.0624 6.3400  0.23
H 2.8428 -4.1964 4.1668  0.22
H 1.3912 -1.8979 3.1254  0.41
O 0.9499 -3.4140 -1.4024  -0.46
C 0.7400 -2.2758 -1.6624  0.78
O 1.2106 -1.2820 -0.8296  -0.65
C 0.0156 -1.8019 -2.8798  -0.26
C 0.1298 -2.5458 -4.0418  -0.08
C -0.5269 -2.1158 -5.1754  0.02
C -1.3211 -0.9892 -5.1692  -0.11
C -1.4631 -0.2689 -3.9985  -0.05
C -0.7950 -0.6575 -2.8233  0.40
O -0.9562 -0.0006 -1.6661  -0.63
N -2.2903 0.9481 -4.0518  0.54
O -2.7476 1.2615 -5.1180  -0.29
O -2.3596 1.6366 -3.0408  -0.43
N -0.3459 -2.8582 -6.4428  0.53
O 0.3965 -3.8105 -6.4052  -0.33
O -0.8865 -2.3987 -7.4198  -0.33
H 0.7217 -3.4517 -4.0561  0.29
H -1.8228 -0.6661 -6.0707  0.30
N 2.3121 0.7457 0.6980  -0.80
C 3.0860 1.7006 -0.0924  0.07
C 4.4280 1.9101 0.0553  -0.15
C 5.0706 2.9062 -0.7075  -0.17
C 4.3533 3.6924 -1.5666  -0.12
C 2.9670 3.4794 -1.7474  -0.11
C 2.1545 4.2447 -2.6143  -0.03
C 0.8257 3.9322 -2.7615  -0.25
C 0.2979 2.8330 -2.0851  0.10
N 1.0288 2.1092 -1.2412  -0.47
C 2.3513 2.4359 -1.0324  0.22
H 2.8279 -0.1284 0.8056  0.44
H 2.1742 1.1191 1.6406  0.43
H 4.9950 1.3249 0.7697  0.25
H 6.1348 3.0539 -0.5906  0.26
H 4.8366 4.4824 -2.1267  0.25
H 2.5925 5.0731 -3.1573  0.26
H 0.1779 4.4970 -3.4163  0.27
H -0.7233 2.5122 -2.2569  0.27

***

2.
A 2-piece molecular cluster, C9H14 overall in a non-equilibrium geometry. Source: the OMol25 dataset; level of theory: ωB97M-V/def2-TZVPD.

Calculated values
Total energy: -351.3155 Eh
SMILES: Cc1ccccc1.CC
LUMO: 1.02 eV
Relative energy (zero: lowest compared OMol25 entry of this formula, charge and spin): 38.6 kJ/mol
M: 122.2 g/mol

Last column: natural (NBO) charge in e.
Positions of all 23 atoms, in Å:
C 1.3550 -2.4065 0.8268  -0.64
C 0.8543 -1.2702 -0.0134  0.00
C 1.7410 -0.2619 -0.3785  -0.22
C 1.4043 0.7593 -1.2622  -0.19
C 0.1082 0.8110 -1.7607  -0.24
C -0.7949 -0.1533 -1.3598  -0.20
C -0.4414 -1.2118 -0.5285  -0.23
H 2.0246 -3.0297 0.2206  0.22
H 0.6641 -3.0586 1.3618  0.22
H 2.0789 -2.0212 1.5661  0.22
H 2.7864 -0.3681 -0.1363  0.21
H 2.1805 1.4545 -1.5502  0.21
H -0.2308 1.4445 -2.5751  0.22
H -1.8055 -0.1894 -1.7441  0.21
H -1.1822 -1.9443 -0.2461  0.21
C -0.9936 1.2832 1.6864  -0.61
C -2.3903 1.9171 1.5574  -0.61
H -0.7773 1.1355 2.7451  0.19
H -0.9891 0.3049 1.2198  0.21
H -0.1998 1.8871 1.2522  0.20
H -2.4421 2.8353 2.1324  0.20
H -3.1568 1.1832 1.7710  0.20
H -2.5396 2.1725 0.5008  0.20

***

3.
A 2-piece molecular cluster, C5H11O2 overall in a non-equilibrium geometry. Source: the OMol25 dataset; level of theory: ωB97M-V/def2-TZVPD.

Calculated values
Total energy: -347.6422 Eh
LUMO: 3.85 eV
Relative energy (zero: lowest compared OMol25 entry of this formula, charge and spin): 19.5 kJ/mol
M: 103.1 g/mol
Total charge: -1

Last column: natural (NBO) charge in e.
Positions of all 18 atoms, in Å:
C -1.1615 0.6050 0.8183  -0.42
C -0.0512 1.1866 1.7147  -0.60
C -1.7963 -0.6476 1.3800  -0.61
H -1.9494 1.3248 0.6678  0.18
H -0.6749 0.3937 -0.1310  0.27
H -0.4490 1.4468 2.7039  0.17
H -1.0792 -1.3121 1.8329  0.19
H -2.5823 -0.4945 2.1270  0.18
H 0.4291 2.0415 1.2470  0.21
H 0.6688 0.3801 1.8846  0.19
H -2.1823 -1.2701 0.5818  0.22
C 2.0000 -0.9702 -1.8703  -0.75
C 0.9291 0.0241 -2.4359  0.77
O -0.2723 -0.2686 -2.2338  -0.80
O 1.4059 1.0366 -3.0010  -0.79
H 2.8301 -0.9150 -2.5784  0.20
H 1.5543 -1.9613 -1.7900  0.19
H 2.3812 -0.5997 -0.9177  0.20

***

4.
One molecule with the formula CH4BBr in a non-equilibrium geometry. Source: the OMol25 dataset; level of theory: ωB97M-V/def2-TZVPD.

Calculated values
Total energy: -2639.2563 Eh
LUMO: -0.86 eV
Relative energy (zero: lowest compared OMol25 entry of this formula, charge and spin): 338.0 kJ/mol
M: 106.8 g/mol

Last column: natural (NBO) charge in e.
Positions of all 7 atoms, in Å:
B -0.6368 -0.4972 -0.2235  -0.40
C 0.5899 0.3013 0.3296  -0.18
Br 2.4565 0.1320 0.0797  0.14
H -0.4887 -1.4926 -0.7829  0.01
H -1.5507 -0.3064 0.6185  0.07
H 0.3716 1.2696 0.7491  0.18
H -0.7418 0.5933 -0.7705  0.18

***

> Among the records above, which one has the highest relative energy (zero: lowest compared OMol25 entry of this formula, charge and spin)?

CH4BBr